1.
Below is a 7-piece molecular cluster, C49H92N3O11PS overall, with properties calculated with wB97M-V/def2-TZVPD.

Computed properties:
SMILES: CCCc1c(CCCCCCCCCCOC)c(ON=O)c2c(c1[PH2]=N)C(=O)c1cc(N)cc(CSCC)c1C2=O.CC(C)O.CC(C)O.CC(C)O.CC(C)O.CC(C)O.CC(C)O

Last column: Mulliken charge in e.
Positions of all 157 atoms, in Å:
S 0.7450 -5.1363 2.1025  -0.21
P 5.0683 -0.5704 -3.9013  0.21
O -5.9932 0.2164 -4.0539  -0.46
O -8.3698 3.2312 -0.3710  -0.46
O -0.1109 -2.5832 0.2778  -0.31
O 1.0294 3.1670 4.3228  -0.52
O 5.2790 -7.2941 3.7537  -0.47
O 9.0566 -4.2188 5.4764  -0.45
O -9.9873 2.1242 -6.6227  -0.54
O 6.1917 -2.1959 -1.6055  -0.52
O 2.6332 -2.1007 1.9881  -0.60
O -0.4049 4.8993 0.2794  -0.43
O 0.7100 -0.6298 0.5377  -0.34
N 5.9495 -7.4167 -0.3522  -0.67
N 6.3648 0.1487 -3.3412  -0.61
N -0.3249 -1.4573 0.0524  0.28
C -3.8564 2.0420 0.9926  -0.58
C 3.9991 3.1834 -2.9844  -0.97
C -2.0336 0.2455 -2.7575  -1.27
C 4.2917 -6.1652 1.0576  -0.75
C -1.4947 3.0818 1.6490  -0.66
C -2.4047 1.7903 1.5513  0.18
C 3.0245 -2.3837 0.8765  0.10
C 2.4053 1.4144 -3.9271  -1.26
C -0.1423 -4.3130 3.4964  -0.34
C 2.8323 -1.4374 -0.3721  0.24
C 3.6991 -0.5048 -2.5966  0.13
C -7.6654 4.0511 1.7758  -1.43
C 3.8601 -1.4226 -1.4448  0.67
C -1.5269 4.0035 0.3805  0.47
C 5.5125 -4.9334 -0.8106  -0.96
C -3.6260 0.0666 -0.7735  -0.39
C -0.3278 5.2617 -1.1225  -0.53
C 2.4246 4.7868 5.4299  -1.42
C -1.4723 -3.6755 2.8574  -0.80
C 9.7063 -3.2649 6.3166  0.34
C 3.5177 -4.9638 1.4135  0.22
C 6.1445 -6.3468 4.3837  0.64
C -7.9503 2.5112 -7.8475  -1.02
C 5.3491 -5.5181 5.3794  -0.97
C 2.5131 -5.0163 2.6015  -0.68
C 2.5315 0.4110 -2.7172  0.35
C 0.1793 1.2132 -1.6687  1.95
C -9.2678 3.1035 -7.3704  0.40
C 8.7174 -2.1783 6.7095  -1.28
C 5.2689 -6.1792 -0.0537  0.38
C -0.6939 1.0544 -3.0168  -0.63
C 2.8286 4.1230 3.0412  -1.19
C 7.2891 -7.0776 5.0648  -1.39
C -7.4042 4.0526 0.2776  1.25
C 1.4807 0.3612 -1.6664  0.41
C 3.7637 -3.7241 0.6298  0.28
C -4.5236 0.7504 0.3380  -0.84
C -7.2501 0.2412 -3.3815  0.83
C -7.4652 5.4616 -0.2920  -1.45
C -7.9245 1.5831 -3.6153  -0.77
C -10.1177 3.5741 -8.5404  -1.39
C -3.1098 1.0417 -1.9178  0.03
C 10.9075 -2.6825 5.5883  -1.30
C 2.4583 2.9139 -3.3627  0.19
C 1.6598 -0.5607 -0.5212  -0.13
C -8.1166 -0.9047 -3.8801  -1.51
C 4.7683 -3.7156 -0.4639  0.57
C 1.7821 4.3613 4.1185  0.56
C 5.0521 -2.3844 -1.2471  -0.23
H -7.3546 2.1679 -6.9985  0.14
H -8.6634 4.4417 1.9972  0.43
H 9.1814 -1.4414 7.3686  0.40
H 4.3171 4.1963 -3.3386  0.34
H -4.6621 -0.0284 1.1497  0.40
H 1.5037 1.2195 -4.5588  0.41
H -9.2433 3.6047 -0.2014  0.32
H -8.2938 -0.8183 -4.9568  0.30
H 7.9761 -6.3753 5.5397  0.28
H 6.5387 -5.6980 3.5977  0.24
H -1.6698 -4.2302 1.9018  0.26
H 5.2781 -1.9740 -4.1373  0.08
H -1.4016 5.3479 -1.4782  0.33
H 4.9066 -6.1560 6.1511  0.36
H -10.1673 1.3772 -7.2067  0.35
H 4.1029 3.1691 -1.8587  0.24
H -9.5996 4.3393 -9.1228  0.38
H -7.2875 5.4472 -1.3697  0.34
H 1.8971 3.0303 -2.4045  -0.38
H -8.0979 1.7549 -4.6820  -0.11
H 3.2916 1.3426 -4.6163  0.32
H -0.8809 2.0734 -3.4437  0.22
H 0.4322 -3.4761 3.9668  0.30
H 2.7123 -4.1471 3.2923  0.25
H 7.8466 -7.6774 4.3414  0.35
H 7.8554 -2.6114 7.2218  0.30
H -5.5405 0.9668 -0.0982  0.09
H -8.1242 1.6401 -8.4868  0.32
H -0.5039 0.8437 -0.8478  -1.34
H 4.6759 2.3639 -3.3491  0.11
H 8.7558 -3.7591 4.6823  0.31
H 6.9070 -7.2394 -0.6597  0.26
H 11.4369 -1.9606 6.2140  0.38
H -2.7022 -0.4224 -0.3440  -0.07
H -7.0472 0.1118 -2.3156  0.05
H -7.2879 2.3977 -3.2623  0.23
H -2.4831 0.0849 -3.7850  0.44
H 2.0952 3.6632 -4.1101  0.53
H -0.4307 2.7118 1.7610  0.05
H 1.0819 5.1310 3.7858  0.26
H 3.4108 5.0271 2.8489  0.37
H 0.1521 6.2604 -1.2718  0.29
H 3.0966 4.0085 5.8045  0.35
H -1.3148 -2.5985 2.6052  0.02
H -3.9345 2.8598 0.2295  0.10
H 2.7911 -5.9323 3.2043  0.51
H -4.0153 1.2411 -2.5930  0.34
H 4.5235 -5.0060 4.8793  0.10
H -8.8821 1.6372 -3.0943  0.40
H 11.6035 -3.4742 5.3029  0.33
H 8.3343 -1.6621 5.8239  0.33
H -8.4560 5.9005 -0.1393  0.37
H 0.3455 2.3016 -1.4373  -0.53
H -2.3471 -3.7879 3.5448  0.38
H -9.0714 3.9420 -6.6985  0.30
H -0.4896 -5.0179 4.2930  0.36
H -2.5312 1.4164 2.6104  0.57
H -1.7998 -0.7800 -2.3676  0.40
H -1.4785 3.3171 -0.5207  -0.20
H -6.7210 6.1097 0.1762  0.37
H -1.7556 3.6206 2.6059  0.36
H -4.2538 -0.7608 -1.2229  0.41
H -6.1581 0.3297 -4.9979  0.30
H 1.6373 2.4776 4.6172  0.33
H -4.5448 2.3327 1.8438  0.48
H 6.2639 -4.9482 -1.6380  0.37
H -11.0640 3.9871 -8.1848  0.32
H -9.0813 -0.9219 -3.3686  0.38
H 4.6436 0.0028 -5.1327  0.14
H 4.9232 -7.8747 4.4380  0.32
H 10.0411 -3.7970 7.2098  0.28
H 2.9947 5.7107 5.3092  0.38
H 6.6475 0.9186 -3.9528  0.23
H 5.9815 -4.7714 5.8645  0.22
H -2.4848 4.6006 0.3847  0.31
H 6.9134 -7.7686 5.8266  0.37
H 4.1188 -7.0899 1.6650  0.34
H -7.6172 -1.8625 -3.7165  0.39
H -6.4225 3.6172 0.0752  -0.41
H -10.3645 2.7388 -9.2029  0.36
H -2.7760 2.0447 -1.5492  0.07
H 3.5143 3.3222 3.3352  0.35
H 1.6627 4.9440 6.1967  0.34
H 2.3538 3.8083 2.1092  0.21
H -7.6286 3.0331 2.1699  0.31
H -6.9280 4.6579 2.3063  0.37
H -1.8573 0.9881 0.9888  -0.67
H -0.0733 0.3967 -3.6876  0.41
H 10.5982 -2.1833 4.6650  0.35
H 5.9531 -7.9279 0.5352  0.29
H -7.3675 3.2445 -8.4091  0.38
H 0.1335 4.4406 -1.7437  0.09

2.
Below is a 13-piece molecular cluster, C49H94F21N13O5P3S overall, with properties calculated with wB97M-V/def2-TZVPD.

Computed properties:
Total charge: +1

Last column: Mulliken charge in e.
Positions of all 186 atoms, in Å:
S -1.7022 4.6510 4.3560  1.20
P 1.4328 3.0341 -6.0185  1.35
P -0.1355 -2.9697 -3.9273  1.36
P 2.2567 -1.9873 6.5045  1.17
F 2.5007 3.8246 -7.0189  -0.40
F 1.4313 -3.2207 7.3345  -0.41
F -1.2364 -3.1075 -2.7335  -0.25
F 0.1262 3.6222 -6.8629  -0.40
F -1.9862 6.7032 6.2227  -0.19
F -2.1543 7.3219 4.1023  -0.21
F 0.7373 -1.4495 6.2164  -0.31
F 3.7168 -2.7420 6.6355  -0.40
F 2.6959 2.4474 -5.1487  -0.33
F -0.1565 -4.6066 -4.2186  -0.44
F 2.1340 -2.8077 5.1360  -0.28
F 1.5561 1.6747 -6.9365  -0.37
F 1.0400 -2.8449 -5.0970  -0.42
F -0.0097 -1.3665 -3.6583  -0.32
F -1.3121 -2.8004 -4.9958  -0.41
F 1.0596 -3.2181 -2.9171  -0.29
F 2.5072 -1.1195 7.8419  -0.35
F -3.7827 6.1865 5.0745  -0.21
F 0.3403 2.3326 -4.9879  -0.30
F 2.8447 -0.7670 5.6105  -0.33
F 1.3982 4.4144 -5.0706  -0.39
O -0.9702 1.5136 0.3555  -0.58
O -2.6098 4.2563 3.2627  -0.68
O -1.7306 3.7172 5.5210  -0.68
O -0.3156 4.9141 3.8698  -0.67
O -5.4340 -3.8114 -0.0820  -0.69
N -1.5464 6.2335 -0.1451  0.20
N 2.7153 4.1225 -0.2994  0.47
N -2.8162 0.2991 3.9092  0.67
N 4.0721 -0.1414 -2.5545  0.42
N -1.2545 -4.2598 3.4754  0.26
N -1.5755 -3.9764 1.2592  0.72
N 5.2282 -4.2323 2.9928  0.36
N -3.2789 0.1363 -3.7097  0.49
N -1.3147 5.2649 -2.1891  0.57
N -4.9999 -1.1992 -3.1955  0.44
N 7.2655 -3.4865 2.4441  0.15
N 2.2544 3.2820 1.6923  0.62
N -4.3056 1.1111 2.2950  0.68
C -3.9626 -1.5184 -2.3394  -0.49
C -1.5530 4.3020 -1.2369  -0.91
C 8.5623 -3.4339 1.8253  -0.83
C -2.4386 5.4076 -4.3776  -1.49
C -7.1033 -2.0554 -4.4391  -1.34
C -4.6133 -0.1506 -4.0059  -0.46
C -6.3427 -1.8495 -3.1645  -0.10
C 4.0790 -1.1183 -6.2994  -1.62
C 3.4640 -1.3688 -1.8448  -0.43
C -2.5047 -3.2334 1.9243  -0.56
C 4.5963 -0.4527 -4.0417  -1.15
C -2.4343 6.3368 4.9962  0.42
C 2.8982 -3.9667 2.3144  -0.04
C -0.2852 -0.8422 0.9275  0.25
C 3.5353 -1.0831 -4.8885  0.57
C 1.5732 2.7056 2.8147  -0.03
C -0.1911 0.3868 0.0398  1.97
C 5.3109 0.1643 -1.6563  -0.79
C -6.7873 -3.6080 1.9585  -0.57
C -1.7383 0.1100 4.8339  -0.81
C 4.8926 -0.2177 -0.2669  -0.40
C -1.1494 5.0064 -3.5921  0.00
C 3.1515 1.1527 -2.5423  -0.99
C 3.9005 -1.3553 -0.3727  0.70
C -4.6914 1.2079 -0.0576  -0.69
C 2.5706 4.7314 -1.5881  -0.73
C 6.3743 -4.5272 2.2306  -0.12
C 6.7127 -2.6210 3.3605  -0.79
C -2.8566 -0.6806 -2.6545  -0.21
C -5.0265 0.1675 3.0525  -0.86
C -0.8917 -4.7203 2.2354  -0.50
C -2.9914 1.1740 2.8370  -1.28
C -4.8804 1.8953 1.2963  -0.69
C -2.3979 1.0805 -4.5112  -1.16
C -4.0813 -0.3059 3.9965  -0.49
C -1.4684 7.0996 0.9686  -0.82
C -1.5949 4.8780 0.0731  -0.75
C -6.6481 -4.0490 0.4964  -0.47
C -0.8694 -5.2934 -0.7728  -1.73
C 5.4568 -2.9959 3.6543  -0.24
C 3.8798 4.1143 0.4402  -1.04
C -0.7209 -4.6914 4.7383  -0.80
C -1.2747 6.4721 -1.4780  -0.32
C -1.4733 -3.9628 -0.2581  0.59
C -2.2774 -3.3252 3.3261  -1.10
C 1.7529 3.5397 0.4183  -0.55
C 2.0683 1.2256 2.9621  -0.36
C 3.6111 3.5852 1.6737  -0.44
C 3.9136 -4.9316 2.9812  -0.93
H 8.8126 -4.4343 1.4723  0.30
H -6.1143 -4.0530 2.6914  0.20
H -0.3383 -5.6214 2.0159  0.54
H -0.3037 -0.0609 -0.9476  -0.87
H -0.7886 -3.1388 -0.4587  -0.06
H -4.4984 2.9126 1.2112  0.10
H -2.1824 -0.2781 5.7505  0.38
H 5.5051 -1.0543 -4.0284  0.47
H 1.3890 0.6132 3.5551  0.15
H -1.0855 -0.6735 4.4491  0.33
H 3.0698 1.3178 3.3821  0.51
H 4.3315 -2.3344 -0.1637  0.13
H -0.9457 -5.3399 -1.8592  0.34
H -0.3309 5.6941 -3.8044  0.46
H 0.8425 0.7231 0.1213  -1.33
H -2.7444 1.0513 -5.5442  0.42
H -2.7881 -2.8666 4.1600  0.76
H 0.2062 -5.2388 4.5679  0.32
H -5.2185 0.2562 0.0096  0.37
H -6.7479 -2.9293 -4.9851  0.33
H 2.5561 -0.6045 -4.8726  -0.10
H 2.2454 0.9430 -3.1107  0.16
H 1.5240 4.7030 -1.8914  -0.04
H -3.6497 1.0767 -0.3505  0.01
H 5.5103 1.2234 -1.8200  0.46
H 0.2032 -5.3175 -0.5809  0.38
H -1.2278 -1.3053 0.6356  -0.36
H 7.3230 -1.7523 3.5586  0.48
H -4.2135 -1.0234 4.7928  0.65
H 3.4099 -2.1387 -4.6476  0.26
H 0.5150 2.7741 2.5627  -0.53
H 1.6465 3.3552 3.6869  0.54
H 1.8861 -4.3161 2.5184  -0.26
H 3.8982 -5.9626 2.6279  0.39
H -0.6011 -3.7918 5.3419  0.27
H 4.6794 4.5988 -0.1004  0.59
H 2.9548 -2.9398 2.6754  0.19
H -2.2930 1.8476 2.3629  0.80
H 9.4127 -3.0859 2.4118  0.37
H 6.0986 -0.4840 -2.0401  0.40
H -3.3276 4.9092 -3.9910  0.35
H 3.0435 4.1641 -2.3898  0.33
H -2.4687 2.0430 -4.0046  0.50
H -7.3727 -3.4706 -0.0767  0.20
H -6.0395 -0.1786 2.9097  0.46
H 4.6381 -2.5335 4.1856  0.48
H 5.7794 -0.5266 0.2865  0.58
H 8.5241 -2.7357 0.9891  0.33
H 2.3867 -1.3802 -2.0104  -0.04
H -7.8344 -3.7278 2.2366  0.43
H -7.0054 -1.1816 -2.6143  0.23
H 3.3746 -1.6540 -6.9357  0.39
H -1.2665 -6.2593 -0.4605  0.43
H 3.0612 -4.0592 1.2406  0.43
H 3.9602 -2.1890 -2.3636  0.46
H -1.0817 7.4478 -1.8989  0.48
H 3.1065 -1.1795 0.3531  -0.56
H -8.1734 -2.2089 -4.3001  0.39
H -5.1207 1.7942 -0.8700  0.49
H -1.8477 -0.5903 -2.2798  -0.06
H 2.1368 0.8451 1.9429  -0.21
H -5.1620 0.4682 -4.7005  0.49
H -2.3470 5.1928 -5.4423  0.40
H -0.8879 3.9542 -3.7040  -0.21
H -6.9940 -5.0798 0.4207  0.25
H 3.6934 2.0141 -2.9327  0.37
H -3.2441 -2.6076 1.4467  0.72
H -6.2566 -2.7052 -2.4948  0.27
H -1.1654 8.0632 0.5590  0.33
H 3.5074 -5.1366 3.9717  0.30
H -1.3471 0.8095 -4.4087  0.12
H 2.9803 1.2619 -1.4714  0.34
H -1.6622 3.2520 -1.4653  0.77
H 0.4637 -1.6028 0.7069  0.56
H 6.4959 -5.3665 1.5619  0.41
H -6.9209 -1.1840 -5.0679  0.30
H -1.4790 -5.2504 5.2868  0.31
H -4.1534 -2.2099 -1.5321  0.68
H 4.5932 0.6995 0.2404  -0.11
H -6.6421 -2.5371 2.1010  -0.21
H -0.7086 6.7100 1.6461  0.36
H -1.1727 1.0368 4.9298  0.20
H -5.9476 1.8746 1.5173  0.50
H -2.7462 6.4531 -4.3973  0.42
H -0.3289 -0.6527 2.0000  -0.38
H 4.9768 0.4590 -4.5022  0.55
H 2.9196 5.7639 -1.6048  0.43
H 0.7232 3.3648 0.1433  0.46
H -2.3490 7.3023 1.5782  0.30
H 4.1281 -0.0706 -6.5962  0.37
H -1.7919 4.5181 1.0722  0.92
H 4.0359 3.5627 2.6664  0.65
H 5.0621 -1.5722 -6.4243  0.37
H -2.4357 -3.7921 -0.7405  -0.06

Sequential strongest force on any atom output: 2.45 6.67 eV/Å
Sequential LUMO level output: -0.0279 -0.1138 hartree
Sequential frontier orbital gap output: 7.4 4.2 eV